Record 1
The following is a quantum chemistry calculation of an isolated molecule of C4H5N3 at a distorted geometry, from the Open Molecules 2025 dataset.

The largest force on an atom is 2.01 eV Å⁻¹. The HOMO-LUMO gap is 10.05 eV. As for the energy above the lowest of the compared OMol25 structures with the same formula, charge and spin: 142.5 kJ/mol.

The geometry in ORCA input format:
```
! wB97M-V def2-TZVPD RIJCOSX def2/J DEFGRID3
* xyz 0 1
N 2.484 -1.083 1.137
C 1.666 -0.666 0.435
C 0.641 -0.104 -0.449
C -0.677 -0.906 -0.479
N -1.716 -0.087 0.096
C -1.180 1.020 0.382
N 0.145 1.145 0.063
H 1.084 0.034 -1.433
H -0.991 -1.256 -1.472
H -0.512 -1.705 0.285
H -1.686 1.844 0.865
H 0.742 1.764 0.571
*
```

Record 2
The following is a quantum chemistry calculation of an isolated molecule of C4H5N3 at a distorted geometry, from the Open Molecules 2025 dataset.

The largest force on an atom is 1.01 eV Å⁻¹. The HOMO-LUMO gap (alpha / beta) is 7.56 / 7.56 eV. As for the energy above the lowest of the compared OMol25 structures with the same formula, charge and spin: 375.2 kJ/mol.

The geometry in ORCA input format:
```
! wB97M-V def2-TZVPD RIJCOSX def2/J DEFGRID3
* xyz 0 1
N -2.333 1.508 -1.560
C -1.481 0.753 -1.322
C -0.414 -0.105 -0.967
C 1.412 0.912 0.540
N 1.212 -0.089 1.333
C 0.372 -1.075 1.068
N -0.583 -0.949 0.117
H 0.262 -0.436 -1.751
H 1.163 0.811 -0.527
H 1.570 1.886 1.001
H 0.337 -1.934 1.731
H -1.516 -1.280 0.336
*
```

Record 3
The following is a quantum chemistry calculation of C4H5N3 as an isolated structure at a distorted geometry, from the Open Molecules 2025 dataset.

The largest force on an atom is 2.16 eV Å⁻¹. The HOMO-LUMO gap is 8.68 eV. As for the energy above the lowest of the compared OMol25 structures with the same formula, charge and spin: 343.3 kJ/mol.

The geometry in ORCA input format:
```
! wB97M-V def2-TZVPD RIJCOSX def2/J DEFGRID3
* xyz 0 1
N 2.192 -0.183 0.008
C 0.848 -0.085 -0.089
N 0.168 -1.253 0.159
C -1.123 -1.147 0.291
C -1.883 0.109 0.183
C -1.025 1.105 -0.336
N 0.316 1.068 -0.463
H 2.734 0.569 -0.391
H 2.573 -1.116 -0.026
H -1.642 -2.115 0.339
H -1.636 1.016 0.959
H -1.522 2.032 -0.633
*
```

Record 4
The following is a quantum chemistry calculation of an isolated molecule of C4H5N3, from the Open Molecules 2025 dataset.

The largest force on an atom is 0.53 eV Å⁻¹. The HOMO-LUMO gap is 9.46 eV. As for the energy above the lowest of the compared OMol25 structures with the same formula, charge and spin: 314.6 kJ/mol.

The geometry in ORCA input format:
```
! wB97M-V def2-TZVPD RIJCOSX def2/J DEFGRID3
* xyz 0 1
N -2.177 0.587 0.313
C -1.194 -0.226 0.606
C -0.021 0.044 -0.339
N 0.900 0.894 0.410
C 1.952 0.177 0.541
N 1.954 -1.115 -0.051
C 0.787 -1.195 -0.580
H -2.160 1.280 -0.438
H -3.011 0.599 0.885
H -0.297 0.545 -1.285
H 2.837 0.519 1.069
H 0.445 -2.078 -1.113
*
```

Record 5
The following is a quantum chemistry calculation of a 2-piece molecular cluster, C4H5N3 overall at a distorted geometry, from the Open Molecules 2025 dataset.

The largest force on an atom is 1.18 eV Å⁻¹. The HOMO-LUMO gap is 11.17 eV. As for the energy above the lowest of the compared OMol25 structures with the same formula, charge and spin: 286.7 kJ/mol.

The geometry in ORCA input format:
```
! wB97M-V def2-TZVPD RIJCOSX def2/J DEFGRID3
* xyz 0 1
C -0.451 -2.042 -0.816
N 0.334 1.024 -0.662
C 0.512 1.380 0.543
C 0.746 2.755 0.958
N 0.931 3.855 1.266
C -1.030 -1.369 1.623
N -0.780 -1.682 0.521
H 0.420 -1.467 -1.132
H -1.287 -1.795 -1.474
H -0.247 -3.113 -0.865
H 0.374 1.824 -1.298
H 0.478 0.632 1.336
*
```

Record 6
The following is a quantum chemistry calculation of an isolated molecule of C4H5N3 at a distorted geometry, from the Open Molecules 2025 dataset.

The largest force on an atom is 6.81 eV Å⁻¹. The HOMO-LUMO gap (alpha / beta) is 5.74 / 5.73 eV. As for the expectation value of S²: 2.02. As for the energy above the lowest of the compared OMol25 structures with the same formula, charge and spin: 220.3 kJ/mol.

The geometry in ORCA input format:
```
! wB97M-V def2-TZVPD RIJCOSX def2/J DEFGRID3
* xyz 0 3
C -1.711 0.628 0.149
C -1.536 -0.771 -0.011
C -0.472 1.233 -0.068
C -0.170 -1.024 -0.086
N 2.594 -0.550 0.078
N 1.985 0.478 -0.023
N 0.369 0.192 -0.170
H -2.727 1.056 0.186
H -2.400 -1.384 0.173
H 0.033 2.205 -0.103
H 0.526 -1.741 -0.389
H 3.511 -0.322 0.266
*
```

Record 7
The following is a quantum chemistry calculation of an isolated molecule of C4H5N3O at a distorted geometry, from the Open Molecules 2025 dataset.

The largest force on an atom is 8.56 eV Å⁻¹. The HOMO-LUMO gap is 8.13 eV. As for the energy above the lowest of the compared OMol25 structures with the same formula, charge and spin: 684.5 kJ/mol.

The geometry in ORCA input format:
```
! wB97M-V def2-TZVPD RIJCOSX def2/J DEFGRID3
* xyz 0 1
C 0.503 -0.628 1.235
C -0.633 0.228 1.155
C -1.457 1.025 0.119
C 0.370 0.052 -1.775
H 1.907 -1.851 0.414
H 0.960 -0.871 2.080
H -0.902 0.251 2.298
H -2.465 1.029 0.299
H 0.109 -0.421 -2.782
N 1.337 -0.922 0.178
N -1.101 1.588 -0.980
N 1.083 -0.794 -1.089
O 0.287 1.313 -1.153
*
```

Record 8
The following is a quantum chemistry calculation of C4H5N3O as an isolated structure at a distorted geometry, from the Open Molecules 2025 dataset.

The largest force on an atom is 2.77 eV Å⁻¹. The HOMO-LUMO gap is 9.64 eV. As for the energy above the lowest of the compared OMol25 structures with the same formula, charge and spin: 478.2 kJ/mol.

The geometry in ORCA input format:
```
! wB97M-V def2-TZVPD RIJCOSX def2/J DEFGRID3
* xyz 0 1
C 0.553 1.228 -0.022
C -0.713 0.796 -0.242
C -2.215 0.593 0.134
C -0.607 -0.598 -0.144
H 2.994 -0.314 0.955
H 2.936 -0.729 -0.647
H 1.240 2.087 -0.050
H -2.979 0.854 -0.576
H -2.595 0.805 1.144
N 2.686 -0.009 0.049
N 1.292 0.048 0.036
N 0.572 -1.104 -0.010
O -1.945 -0.920 0.036
*
```

Record 9
The following is a quantum chemistry calculation of an isolated molecule of C4H5N3O at a distorted geometry, from the Open Molecules 2025 dataset.

The largest force on an atom is 5.33 eV Å⁻¹. The HOMO-LUMO gap is 8.82 eV. As for the energy above the lowest of the compared OMol25 structures with the same formula, charge and spin: 311.7 kJ/mol.

The geometry in ORCA input format:
```
! wB97M-V def2-TZVPD RIJCOSX def2/J DEFGRID3
* xyz 0 1
C -1.227 0.988 0.112
C 0.117 0.355 -0.087
C 1.285 1.076 -0.057
C 1.697 -1.033 -0.016
H -1.289 -1.259 0.082
H -1.237 2.079 0.135
H 1.430 2.129 -0.111
H 3.318 0.410 0.112
H 2.480 -1.858 0.146
N -2.347 0.408 -0.033
N 2.292 0.205 0.039
N 0.425 -0.984 -0.013
O -2.316 -0.903 -0.003
*
```

Record 10
The following is a quantum chemistry calculation of C4H5N3O as an isolated structure at a distorted geometry, from the Open Molecules 2025 dataset.

The largest force on an atom is 4.86 eV Å⁻¹. The HOMO-LUMO gap is 9.82 eV. As for the energy above the lowest of the compared OMol25 structures with the same formula, charge and spin: 677.9 kJ/mol.

The geometry in ORCA input format:
```
! wB97M-V def2-TZVPD RIJCOSX def2/J DEFGRID3
* xyz 0 1
C 0.524 1.136 -0.125
C -0.839 0.669 -0.353
C -2.250 0.287 0.206
C -0.649 -0.634 -0.247
H 2.749 -0.948 -0.866
H 2.650 -1.138 0.524
H 0.866 2.223 0.117
H -2.335 0.415 1.389
H -3.074 0.531 -0.595
N 2.573 -0.235 0.016
N 1.165 -0.013 0.014
N 0.511 -1.190 0.072
O -1.890 -1.104 -0.151
*
```

Record 11
The following is a quantum chemistry calculation of an isolated molecule of C4H5N3O at a distorted geometry, from the Open Molecules 2025 dataset.

The largest force on an atom is 3.12 eV Å⁻¹. The HOMO-LUMO gap is 9.84 eV. As for the energy above the lowest of the compared OMol25 structures with the same formula, charge and spin: 231.8 kJ/mol.

The geometry in ORCA input format:
```
! wB97M-V def2-TZVPD RIJCOSX def2/J DEFGRID3
* xyz 0 1
C -2.600 -0.360 -1.851
C -1.376 -0.129 -1.425
C 0.077 0.032 0.280
C 1.606 0.193 1.725
H -3.422 -0.500 -1.129
H -2.872 -0.512 -2.933
H -0.497 0.019 -2.122
H 2.199 0.114 2.659
H 3.103 0.160 0.102
N 0.312 0.111 1.647
N 2.144 0.087 0.504
N 1.136 0.058 -0.451
O -1.238 0.064 -0.106
*
```

Record 12
The following is a quantum chemistry calculation of an isolated molecule of C4H5N3O at a distorted geometry, from the Open Molecules 2025 dataset.

The largest force on an atom is 4.10 eV Å⁻¹. The HOMO-LUMO gap is 8.47 eV. As for the energy above the lowest of the compared OMol25 structures with the same formula, charge and spin: 809.3 kJ/mol.

The geometry in ORCA input format:
```
! wB97M-V def2-TZVPD RIJCOSX def2/J DEFGRID3
* xyz 0 1
C -2.679 1.232 0.525
C -1.524 -0.742 -0.492
C 0.679 0.123 -0.405
C 2.946 0.931 0.177
N -2.228 0.274 -0.126
N 1.856 0.322 -0.163
N -0.158 -0.826 -0.356
O 0.167 -2.121 0.279
H -2.913 2.149 -0.048
H -2.140 -1.709 -0.668
H 3.661 0.912 -0.666
H 2.787 1.674 0.919
H -0.453 -2.219 1.025
*
```